# 1
The following is a DFT calculation (wB97M-V/def2-TZVPD) of a molecular structure, C28H38N4O2PdSi3.

```
76
C28H38N4O2PdSi3 | the Open Molecules 2025 dataset | wB97M-V/def2-TZVPD
Pd 0.13 0.82 -0.19
O 6.58 -2.71 -3.64
C 5.23 -2.70 -3.89
O 4.85 -3.22 -4.92
C 4.38 -2.07 -2.89
C 3.00 -1.92 -3.16
C 2.14 -1.31 -2.29
C 2.61 -0.81 -1.03
C 4.00 -0.97 -0.75
C 4.83 -1.58 -1.65
N 1.78 -0.24 -0.17
C 2.13 0.63 0.85
C 1.89 0.32 2.23
C 2.40 1.19 3.23
C 2.13 0.94 4.55
C 1.36 -0.17 4.90
C 0.92 -0.98 3.86
N 1.17 -0.77 2.58
H 6.74 -2.22 -2.83
H 2.64 -2.29 -4.11
H 1.09 -1.18 -2.52
H 4.37 -0.62 0.20
H 5.87 -1.69 -1.35
H 2.88 1.39 0.64
H 2.98 2.05 2.93
H 2.52 1.61 5.32
H 1.11 -0.39 5.93
H 0.32 -1.86 4.08
C -0.97 2.52 3.00
Si -1.23 3.32 1.32
C 0.32 4.36 1.01
C -2.56 4.65 1.67
C -1.64 2.19 -0.06
Si -1.62 2.90 -1.77
C -2.76 4.41 -1.97
C 0.08 3.53 -2.33
C -2.16 1.74 -3.16
Si -3.01 1.00 0.19
C -4.72 1.56 -0.37
C -3.27 0.36 1.94
C -2.69 -1.75 -0.74
C -3.51 -2.83 -0.71
C -2.90 -4.10 -0.78
C -1.50 -4.19 -0.88
C -0.67 -3.09 -0.94
N -1.29 -1.86 -0.92
H -0.62 3.27 3.72
H -0.21 1.74 2.93
H -1.88 2.07 3.40
H 0.58 4.91 1.92
H 0.18 5.08 0.21
H 1.15 3.70 0.75
H -2.20 5.33 2.46
H -3.50 4.21 2.01
H -2.78 5.26 0.79
H -2.44 5.25 -1.34
H -3.80 4.18 -1.71
H -2.74 4.75 -3.01
H 0.32 4.52 -1.94
H 0.12 3.58 -3.42
H 0.85 2.84 -1.98
H -3.10 1.24 -2.95
H -1.40 0.97 -3.29
H -2.26 2.31 -4.08
H -5.10 2.37 0.26
H -5.42 0.72 -0.30
H -4.72 1.91 -1.40
H -3.59 1.15 2.62
H -2.35 -0.09 2.32
H -4.05 -0.41 1.91
H -4.59 -2.71 -0.62
H -3.50 -5.00 -0.73
H -1.03 -5.16 -0.89
H 0.41 -3.13 -0.97
N -2.60 -0.36 -0.83
C -1.17 -0.51 -1.01
```

Summary:
Net charge ... -2
E_tot ... -66823.27821 eV
E_HOMO ... -0.16 eV
Energy relative to the best compared isomer or geometry (same formula, charge and spin) ... 176.0 kJ/mol

# 2
The following is a DFT calculation (wB97M-V/def2-TZVPD) of a molecular structure, C15H17MnN4S5.

```
42
C15H17MnN4S5 | the Open Molecules 2025 dataset | wB97M-V/def2-TZVPD
Mn -1.16 0.54 -0.97
C 0.23 2.91 3.70
C 0.00 1.60 4.10
C -0.48 0.67 3.19
C -0.72 1.06 1.87
C -0.49 2.38 1.48
C -0.02 3.30 2.40
N -1.22 0.14 0.91
N -1.78 -0.90 1.34
C -2.27 -1.68 0.32
C -3.02 -2.82 0.59
C -3.54 -3.54 -0.47
C -3.30 -3.13 -1.78
C -2.55 -1.98 -2.05
C -2.03 -1.23 -1.00
H 0.60 3.64 4.42
H 0.19 1.30 5.12
H -0.66 -0.35 3.47
H -0.72 2.71 0.47
H 0.14 4.33 2.09
H -3.19 -3.11 1.62
H -4.15 -4.41 -0.29
H -3.69 -3.71 -2.60
H -2.36 -1.70 -3.08
S -1.27 1.23 -3.25
S -3.11 1.57 -3.89
S -4.35 1.39 -2.21
S -3.17 1.64 -0.63
C 3.65 2.07 -0.73
N 3.68 0.62 -0.93
C 2.59 -0.12 -1.13
S 1.08 0.64 -1.26
N 2.73 -1.44 -1.28
C 4.00 -2.13 -1.27
H 4.67 2.42 -0.62
H 3.09 2.32 0.17
H 3.19 2.56 -1.58
H 4.58 0.17 -0.94
H 1.89 -1.97 -1.44
H 4.65 -1.78 -2.08
H 3.82 -3.19 -1.43
H 4.51 -2.01 -0.32
```

Summary:
Net charge ... +1
Multiplicity ... 4
E_tot ... -107281.08209 eV
<S²> ... 3.86
E_HOMO (alpha / beta) ... -10.86 / -11.23 eV
Energy relative to the best compared isomer or geometry (same formula, charge and spin) ... 79.8 kJ/mol

# 3
The following is a DFT calculation (wB97M-V/def2-TZVPD) of a gas-phase ion, C4H9N2S (charge +1).

```
16
C4H9N2S | the Open Molecules 2025 dataset | wB97M-V/def2-TZVPD
C -1.23 1.43 0.08
C -2.18 0.31 -0.21
C 0.47 -0.31 0.16
C 1.39 -0.69 1.25
N 0.02 1.31 0.20
N 1.17 -0.33 -1.24
S -1.11 -1.21 0.10
H -1.75 2.36 0.26
H -2.94 0.41 0.48
H -2.46 0.13 -1.29
H 1.43 -1.80 1.41
H 0.93 -0.50 2.28
H 2.37 -0.25 1.03
H 0.45 -0.11 -1.93
H 1.63 -1.21 -1.48
H 1.81 0.45 -1.10
```

Summary:
SMILES string ... C[C@]1([NH3+])N=CCS1
Net charge ... +1
E_tot ... -18101.41132 eV
E_HOMO ... -13.73 eV
Energy relative to the best compared isomer or geometry (same formula, charge and spin) ... 204.1 kJ/mol

# 4
The following is a DFT calculation (wB97M-V/def2-TZVPD) of a molecular structure, C11H13O3PtS2.

```
30
C11H13O3PtS2 | the Open Molecules 2025 dataset | wB97M-V/def2-TZVPD
Pt -1.25 -2.15 -1.50
O 2.95 -2.15 -1.13
C 1.73 -2.15 -0.70
O 0.74 -2.15 -1.49
C 1.55 -2.15 0.83
C 2.74 -2.15 1.60
C 2.74 -2.15 3.00
C 1.53 -2.15 3.68
C 0.34 -2.15 2.95
C 0.33 -2.15 1.54
S -1.24 -2.15 0.83
H 3.70 -2.15 1.08
H 3.68 -2.15 3.54
H 1.50 -2.15 4.76
H -0.60 -2.15 3.50
O -1.25 -0.19 -1.50
S -1.50 1.01 -2.37
C -2.60 2.13 -1.43
C -1.71 3.09 -0.67
C -0.60 3.45 -1.64
C -0.06 2.13 -2.16
H -3.25 1.55 -0.77
H -3.22 2.66 -2.16
H -1.30 2.61 0.22
H -2.27 3.98 -0.35
H 0.19 4.04 -1.16
H -0.99 4.05 -2.47
H 0.62 1.67 -1.43
H 0.46 2.23 -3.11
H -2.97 -2.15 -1.50
```

Summary:
Net charge ... -1
Multiplicity ... 3
E_tot ... -42676.09457 eV
<S²> ... 2.01
E_HOMO (alpha / beta) ... -2.43 / -3.52 eV
Energy relative to the best compared isomer or geometry (same formula, charge and spin) ... 0.0 kJ/mol

# 5
The following is a DFT calculation (wB97M-V/def2-TZVPD) of C5H5N in the gas phase.

```
11
C5H5N | the Open Molecules 2025 dataset | wB97M-V/def2-TZVPD
C 0.67 0.61 0.46
C 0.67 -0.87 0.04
C 1.73 0.26 -0.31
C -0.49 -0.20 0.74
C -1.78 0.03 -0.01
N 2.81 0.56 -0.82
H -0.64 -0.48 1.78
H -1.60 0.45 -1.00
H -2.42 0.71 0.55
H -2.30 -0.92 -0.13
H 3.36 -0.14 -1.29
```

Summary:
SMILES string ... CC1c2c1c2=N
Net charge ... 0
E_tot ... -6750.56328 eV
E_HOMO ... -9.16 eV
Energy relative to the best compared isomer or geometry (same formula, charge and spin) ... 515.7 kJ/mol

# 6
The following is a DFT calculation (wB97M-V/def2-TZVPD) of C2H5IN2OS in the gas phase.

```
12
C2H5IN2OS | the Open Molecules 2025 dataset | wB97M-V/def2-TZVPD
C 1.38 0.75 0.03
C -1.90 0.56 -0.53
N 0.53 -1.46 0.76
N 0.43 -0.11 0.49
O 1.33 1.86 -0.36
S -0.96 0.66 1.07
I 3.35 -0.34 -0.12
H -2.94 0.86 -0.40
H -1.60 -0.55 -0.71
H -1.36 1.41 -1.12
H 0.18 -1.98 -0.03
H 1.56 -1.65 0.92
```

Summary:
SMILES string ... CSN(N)C(=O)I
Net charge ... 0
E_tot ... -26116.71268 eV
E_HOMO ... -9.13 eV
Energy relative to the best compared isomer or geometry (same formula, charge and spin) ... 84.5 kJ/mol

# 7
The following is a DFT calculation (wB97M-V/def2-TZVPD) of 2 unconnected molecules or ions with the total composition C5H7ClO.

```
14
C5H7ClO | the Open Molecules 2025 dataset | wB97M-V/def2-TZVPD
C 1.79 0.66 -0.18
C 0.60 0.67 -0.06
C 3.28 0.92 -0.27
C -2.07 -1.07 0.99
C -1.87 -0.18 -0.18
O -1.70 -0.85 -1.28
Cl -2.79 1.33 -0.13
H 3.50 1.69 0.57
H 3.70 -0.07 0.15
H 3.39 1.14 -1.31
H -1.67 -1.96 0.55
H -1.71 -0.65 1.86
H -3.21 -1.31 1.18
H -1.23 -0.33 -1.89
```

Summary:
Net charge ... 0
E_tot ... -19862.06494 eV
E_HOMO (alpha / beta) ... -8.53 / -8.53 eV
Energy relative to the best compared isomer or geometry (same formula, charge and spin) ... 568.1 kJ/mol